<P>
A molecular structure, C5H7N3O2S, computed with ωB97M-V/def2-TZVPD.

```
18
Properties=species:S:1:pos:R:3:mulliken_charge:R:1
C 0.63135 1.88489 -0.09217 -0.579
C 0.40881 0.50484 -0.14530 1.101
C 1.75427 -0.07490 0.03914 -0.243
C -1.90531 0.74995 -0.37642 -1.370
C -1.06812 -1.29782 0.31896 -1.069
N 2.74355 0.65252 0.32442 -0.500
N -0.78434 -0.16475 -0.37289 0.128
N 2.00105 -1.45001 -0.15895 0.954
O 1.18919 -2.12557 -0.76358 -0.566
O 3.03817 -1.88035 0.22926 -0.579
S 2.30399 2.24254 0.20867 0.038
H -0.04176 2.75685 0.20512 0.300
H -1.96592 1.36489 0.43664 0.513
H -1.85018 1.38106 -1.26542 0.389
H -2.89302 0.23105 -0.37644 0.450
H -1.07769 -2.24868 -0.31755 0.186
H -0.46877 -1.45257 1.23489 0.365
H -2.01527 -1.07391 0.87164 0.482
```

Properties
Kohn-Sham gap: 8.2 eV
HOMO level: -0.32049 Eh
E_LUMO: -0.51 eV

***

<Q>
C5H7N3O2S in the gas phase, computed with ωB97M-V/def2-TZVPD.

```
18
Properties=species:S:1:pos:R:3:mulliken_charge:R:1
C -1.96008 -0.78629 0.55206 0.463
C -1.69362 0.68807 0.74212 -0.470
C -0.66685 1.24498 -0.25735 -0.459
C 0.56788 0.36698 -0.50147 0.398
C 2.69565 -0.37850 0.03069 0.105
H -2.53870 -2.05759 -0.76846 0.395
H -1.17496 0.58493 1.71827 0.288
H -2.60776 1.28861 0.68167 0.333
H -0.06071 2.23545 0.13630 0.252
H -1.12227 1.60769 -1.38732 0.280
H 2.29891 -1.90075 -1.35890 0.148
H 2.09939 1.57503 0.72729 0.322
N 0.67309 -0.74172 -1.11826 -0.566
N 1.92627 -1.18414 -0.86659 0.068
N 1.76653 0.61263 0.22020 -0.150
O -2.70850 -0.99832 -0.57668 -0.476
O -1.70688 -1.57889 1.41161 -0.539
S 4.21263 -0.57819 0.61484 -0.391
```

Properties
Kohn-Sham gap: 8.8 eV
Structure (SMILES): O=C(O)CCc1n[nH]c(=S)[nH]1
HOMO level: -0.30630 Eh
E_LUMO: 0.42 eV

***

Which of them is most stable, and which least? Most stable: <Q>; least stable: <P>.